Molecular formula: C32H28N7ORbS
Method: DFT, ωB97M-V/def2-TZVPD

Cartesian coordinates (Å):
Rb1 0.641 0.261 -0.551
C1 -3.168 3.200 -3.374
C2 -3.319 2.099 -2.544
C3 -2.532 1.952 -1.423
C4 -1.569 2.920 -1.088
C5 -1.464 4.055 -1.911
C6 -2.243 4.178 -3.043
N1 -0.694 2.656 -0.074
C7 -0.465 3.412 0.966
C8 -1.294 4.522 1.344
C9 -1.128 5.172 2.524
C10 -0.112 4.787 3.428
C11 0.735 3.777 3.097
C12 0.628 3.083 1.861
N2 1.498 2.154 1.457
N3 2.534 1.935 2.212
C13 3.341 0.892 1.956
C14 4.625 0.927 2.555
C15 5.437 -0.172 2.464
C16 4.982 -1.297 1.773
C17 3.726 -1.236 1.196
N4 2.922 -0.189 1.261
H1 -3.767 3.290 -4.268
H2 -4.065 1.350 -2.775
H3 -2.657 1.096 -0.768
H4 -0.731 4.810 -1.658
H5 -2.130 5.046 -3.677
H6 -2.085 4.804 0.662
H7 -1.780 5.995 2.788
H8 -0.018 5.308 4.371
H9 1.528 3.465 3.759
H10 4.924 1.824 3.079
H11 6.411 -0.172 2.931
H12 5.585 -2.190 1.695
H13 3.340 -2.090 0.645
N5 -2.662 -3.587 0.242
C18 -3.849 -3.233 0.889
C19 -4.933 -4.092 0.858
C20 -6.123 -3.748 1.488
C21 -6.224 -2.553 2.169
C22 -5.133 -1.692 2.221
C23 -3.959 -2.023 1.577
S1 -2.572 -0.892 1.633
N6 -1.346 -1.739 0.897
C24 -1.486 -2.878 0.351
C25 -0.279 -3.546 -0.179
C26 0.014 -4.853 0.210
C27 1.178 -5.440 -0.254
C28 1.993 -4.712 -1.110
C29 1.609 -3.419 -1.442
N7 0.509 -2.845 -0.986
H14 -2.667 -4.441 -0.292
H15 -4.848 -5.030 0.327
H16 -6.965 -4.420 1.437
H17 -7.144 -2.276 2.657
H18 -5.197 -0.753 2.748
H19 -0.639 -5.378 0.890
H20 1.453 -6.437 0.057
H21 2.904 -5.141 -1.498
H22 2.210 -2.806 -2.101
C30 3.327 1.088 -4.521
C31 3.069 0.400 -3.207
C32 4.259 0.288 -2.294
O1 1.986 -0.042 -2.909
H23 4.024 0.496 -5.110
H24 3.781 2.058 -4.342
H25 2.402 1.208 -5.080
H26 5.107 -0.149 -2.816
H27 4.009 -0.318 -1.426
H28 4.552 1.281 -1.958

Calculated values
Energy above the lowest of the compared OMol25 structures with the same formula, charge and spin in eV: 0.9733
LUMO in eV: 0.004
HOMO in eV: -5.95
Frontier orbital gap in Ha: 0.21876
Total energy in Ha: -2117.0081

---

Molecular formula: C32H29BN3O7S2
Method: DFT, ωB97M-V/def2-TZVPD

Cartesian coordinates (Å):
O1 -0.608 1.188 5.907
B1 -1.265 0.061 6.641
O2 -2.158 0.363 7.812
O3 -1.133 -1.365 6.282
C1 -1.571 -1.640 4.904
C2 -3.067 -1.341 4.438
N1 -3.728 -1.507 3.147
N2 -2.863 -2.050 2.271
C3 -1.472 -2.463 2.415
C4 -0.703 -3.161 1.118
C5 -0.992 -2.411 -0.310
C6 0.385 -1.652 -0.852
S1 0.468 -1.960 -2.698
C7 -1.030 -1.285 -3.602
S2 -2.509 -2.186 -3.499
N3 -0.977 0.018 -4.369
C8 -2.241 0.294 -5.152
C9 -3.263 1.466 -4.536
C10 -4.676 1.876 -5.315
C11 -5.116 1.126 -6.735
C12 -4.095 -0.064 -7.311
C13 -2.693 -0.481 -6.549
C14 0.278 0.165 -5.199
C15 0.917 1.695 -5.325
C16 2.291 2.025 -6.191
C17 3.068 0.773 -6.980
C18 2.453 -0.756 -6.902
C19 1.058 -1.022 -6.018
C20 -0.617 -2.287 3.760
H1 0.338 1.313 6.247
H2 -3.057 -0.051 7.558
H3 -3.781 -0.901 5.291
H4 -3.292 -2.199 1.305
H5 0.460 -3.257 1.318
H6 -1.106 -4.282 1.077
H7 -1.932 -1.715 -0.328
H8 -1.204 -3.271 -1.106
H9 1.324 -2.185 -0.374
H10 0.369 -0.521 -0.535
H11 -2.917 2.005 -3.541
H12 -5.326 2.709 -4.807
H13 -6.104 1.446 -7.286
H14 -4.435 -0.581 -8.306
H15 -2.028 -1.338 -7.013
H16 0.396 2.596 -4.774
H17 2.735 3.129 -6.260
H18 4.053 1.031 -7.559
H19 2.993 -1.666 -7.447
H20 0.613 -2.109 -5.971
H21 0.503 -2.574 3.903
C21 3.239 3.655 -1.411
C22 3.182 3.867 -2.729
C23 2.222 4.827 -3.310
O4 2.167 5.021 -4.516
C24 1.329 5.543 -2.377
C25 1.386 5.330 -1.059
C26 2.346 4.371 -0.478
O5 2.400 4.177 0.728
H22 3.936 2.954 -0.969
H23 3.830 3.351 -3.426
H24 0.631 6.244 -2.819
H25 0.737 5.847 -0.362
C27 3.590 -1.285 8.214
C28 3.777 -2.403 8.922
C29 2.688 -3.382 9.110
O6 2.858 -4.404 9.760
C30 1.386 -3.078 8.484
C31 1.199 -1.960 7.776
C32 2.288 -0.982 7.588
O7 2.118 0.041 6.938
H26 4.378 -0.556 8.067
H27 4.726 -2.640 9.387
H28 0.598 -3.807 8.631
H29 0.249 -1.723 7.311

Calculated values
Energy above the lowest of the compared OMol25 structures with the same formula, charge and spin in eV: 24.6582
LUMO in eV: -5.317
Charge: +1
HOMO in eV: -9.78
Frontier orbital gap in Ha: 0.16383
Total energy in Ha: -2747.8633

---

Molecular formula: C32H29Br2IrN2O4P2
Method: DFT, ωB97M-V/def2-TZVPD

Cartesian coordinates (Å):
Ir1 -0.178 0.233 -0.542
C1 1.398 -1.742 1.683
C2 -0.014 -2.327 1.645
P1 -0.933 -1.872 0.131
C3 -2.668 -1.882 0.570
C4 -3.447 -3.026 0.405
C5 -4.765 -3.023 0.838
C6 -5.300 -1.890 1.434
C7 -4.522 -0.752 1.608
C8 -3.207 -0.747 1.177
C9 -0.655 -3.144 -1.108
C10 -1.467 -3.134 -2.248
C11 -1.270 -4.077 -3.243
C12 -0.263 -5.026 -3.111
C13 0.547 -5.037 -1.985
C14 0.354 -4.098 -0.981
P2 1.404 -0.019 1.075
C15 3.126 0.446 0.885
C16 3.889 -0.247 -0.059
C17 5.241 0.019 -0.184
C18 5.835 0.984 0.622
C19 5.080 1.677 1.558
C20 3.726 1.406 1.699
C21 0.599 1.004 2.323
C22 0.414 2.375 2.092
C23 -0.241 3.166 3.019
C24 -0.732 2.599 4.188
C25 -0.552 1.244 4.435
C26 0.106 0.449 3.512
H1 2.086 -2.283 1.030
H2 1.830 -1.773 2.685
H3 -0.627 -1.927 2.453
H4 -0.021 -3.412 1.763
H5 -3.037 -3.914 -0.058
H6 -5.374 -3.907 0.708
H7 -6.330 -1.892 1.764
H8 -4.944 0.131 2.069
H9 -2.610 0.151 1.308
H10 -2.258 -2.398 -2.348
H11 -1.909 -4.078 -4.116
H12 -0.117 -5.767 -3.886
H13 1.321 -5.785 -1.879
H14 0.983 -4.134 -0.100
H15 3.431 -0.998 -0.695
H16 5.835 -0.525 -0.907
H17 6.893 1.189 0.525
H18 5.548 2.419 2.190
H19 3.151 1.930 2.452
H20 0.810 2.839 1.199
H21 -0.365 4.225 2.834
H22 -1.245 3.216 4.914
H23 -0.915 0.807 5.355
H24 0.261 -0.594 3.749
Br1 3.254 1.261 -3.201
C27 1.527 0.625 -3.652
Br2 0.836 -0.793 -2.466
H25 1.563 0.107 -4.606
H26 0.790 1.418 -3.648
O1 -2.750 5.021 -2.864
C28 -1.521 5.288 -2.469
O2 -1.044 6.385 -2.461
C29 -0.665 4.134 -2.006
C30 0.681 4.287 -1.715
N1 1.139 3.113 -1.254
N2 0.156 2.197 -1.233
C31 -0.949 2.803 -1.682
C32 -2.158 1.927 -1.847
O3 -3.188 2.367 -2.304
O4 -1.964 0.686 -1.489
H27 -3.003 4.079 -2.733
H28 1.313 5.151 -1.832
H29 2.082 2.862 -0.988

Calculated values
Energy above the lowest of the compared OMol25 structures with the same formula, charge and spin in eV: 0.5100
LUMO in eV: -8.325
Charge: +2
HOMO in eV: -14.66
Frontier orbital gap in Ha: 0.23289
Total energy in Ha: -7581.9053